C5H9NO in the gas phase, computed with the ωB97M-V functional and the def2-TZVPD basis.

The total energy comes out at -325.8990 hartree. As for the multiplicity: 1. Its structure (SMILES) is CC/C(C)=N\C=O. Its net charge is 0.

Atoms and positions in Å:
C 0.99747 -1.46511 -0.50227
C 0.08068 -0.81805 0.54540
C -0.14214 0.64434 0.22431
C 0.90749 1.60693 0.71312
N -1.12144 1.10333 -0.44823
C -2.21202 0.34422 -0.85208
O -3.00244 -0.19699 -0.11165
H 1.27602 -2.47845 -0.19663
H 0.49205 -1.52957 -1.47212
H 1.92066 -0.89078 -0.64367
H -0.87576 -1.34477 0.59019
H 0.54479 -0.88858 1.53632
H 0.92360 2.50487 0.09282
H 1.90020 1.14474 0.73298
H 0.66227 1.90107 1.74125
H -2.35144 0.36277 -1.94973

Cartesian forces (eV/Å) of the 6 atoms listed first:
0.06 -0.02 -0.07
-0.08 -0.01 0.04
-0.05 0.06 -0.07
0.02 0.02 -0.04
0.15 -0.17 0.19
-0.19 -0.16 0.15

These are the Mulliken partial charges, in e, on atoms 1 to 2:
1 C -0.987
2 C -0.634